# 1
{
  "formula": "C63H100N8O34",
  "method": "wB97M-V/def2-TZVPD",
  "orbital_gap_ev": 6.9,
  "mol_weight_g_mol": 1513.515,
  "e_homo_ev": -8.9,
  "symbols": ["O", "O", "O", "O", "O", "O", "O", "O", "O", "O", "O", "O", "O", "O", "O", "O", "O", "O", "O", "O", "O", "O", "O", "O", "O", "O", "O", "O", "O", "O", "O", "O", "O", "O", "N", "N", "N", "N", "N", "N", "N", "N", "C", "C", "C", "C", "C", "C", "C", "C", "C", "C", "C", "C", "C", "C", "C", "C", "C", "C", "C", "C", "C", "C", "C", "C", "C", "C", "C", "C", "C", "C", "C", "C", "C", "C", "C", "C", "C", "C", "C", "C", "C", "C", "C", "C", "C", "C", "C", "C", "C", "C", "C", "C", "C", "C", "C", "C", "C", "C", "C", "C", "C", "C", "C", "H", "H", "H", "H", "H", "H", "H", "H", "H", "H", "H", "H", "H", "H", "H", "H", "H", "H", "H", "H", "H", "H", "H", "H", "H", "H", "H", "H", "H", "H", "H", "H", "H", "H", "H", "H", "H", "H", "H", "H", "H", "H", "H", "H", "H", "H", "H", "H", "H", "H", "H", "H", "H", "H", "H", "H", "H", "H", "H", "H", "H", "H", "H", "H", "H", "H", "H", "H", "H", "H", "H", "H", "H", "H", "H", "H", "H", "H", "H", "H", "H", "H", "H", "H", "H", "H", "H", "H", "H", "H", "H", "H", "H", "H", "H", "H", "H", "H", "H", "H"],
  "xyz": [[4.97, -6.23, 1.72], [1.08, 2.87, -1.53], [-5.01, 7.64, 0.18], [-7.84, 1.79, -4.47], [0.25, -6.57, 0.47], [-4.37, 2.30, -0.10], [-0.21, 3.16, 1.04], [-1.72, 4.35, -2.40], [0.08, -3.00, 7.16], [-4.69, 3.77, -2.33], [-0.04, 3.74, -6.89], [1.62, 7.48, -1.90], [-1.43, 6.12, 4.80], [0.88, -2.67, 1.27], [-0.55, 0.92, -6.63], [-2.35, 1.67, -2.22], [-3.63, -2.73, -1.74], [6.44, -0.47, -3.36], [1.16, -5.45, -1.25], [-3.50, -6.30, 2.26], [-1.44, -0.90, -1.85], [3.01, -5.88, 3.88], [3.04, -2.67, -0.65], [-4.54, 6.16, 2.57], [0.63, 7.85, 0.78], [0.56, -1.73, -1.55], [-5.02, 1.13, -4.43], [-1.97, -3.92, 2.43], [-5.53, -0.80, -0.22], [6.10, 0.32, 1.25], [2.93, -3.55, -5.30], [-8.30, -0.41, -0.31], [-5.34, -5.00, -1.79], [-2.17, 1.12, 5.06], [3.21, -1.15, 6.61], [-1.19, 3.33, 3.67], [0.35, 0.20, 0.15], [0.26, -6.14, -0.71], [0.63, -5.04, -7.92], [3.11, 0.24, 0.28], [4.76, 1.63, -3.37], [-1.85, -0.49, 1.76], [-1.56, 1.12, 6.33], [0.89, 3.96, -1.00], [1.20, 5.21, -1.63], [1.77, -4.20, -7.44], [1.93, -4.34, 2.50], [1.77, -3.47, 1.39], [-2.76, -3.39, 0.25], [3.81, 1.23, 1.15], [-1.75, 2.13, -3.39], [1.44, -2.72, 7.32], [-1.40, 7.39, 4.07], [-4.19, -5.78, 0.14], [-0.21, 5.40, 4.69], [-0.28, 3.88, 4.70], [-7.51, -0.04, -1.35], [1.11, 3.19, 4.43], [5.13, -0.83, -2.94], [1.30, -2.77, -7.77], [-5.86, 0.71, -3.44], [-4.63, 5.53, 1.36], [7.54, -1.31, -3.46], [-4.53, 4.21, 1.29], [1.12, 6.47, -1.15], [-5.28, 0.04, -2.39], [-0.51, 3.22, -5.69], [-4.46, 3.50, 0.01], [3.49, 0.87, 2.60], [-3.89, -0.39, 2.89], [-0.93, 4.08, -4.69], [-2.74, -4.17, 1.45], [-3.50, -5.48, 1.25], [0.64, 6.76, 0.24], [-4.53, -4.80, -0.90], [2.94, -5.23, 2.66], [-1.71, 0.05, 4.23], [4.01, -4.41, 0.66], [1.82, -1.50, 6.51], [0.26, 4.27, 0.35], [-1.39, 1.28, -4.41], [-0.74, 1.71, -5.69], [4.09, 0.30, -3.35], [-0.43, -1.51, -2.28], [5.33, 1.54, 0.89], [-6.05, -0.24, -1.21], [-0.99, -6.32, -1.55], [-4.62, 4.40, -1.16], [-4.85, 6.44, 0.17], [2.00, -4.41, -5.93], [3.12, -3.91, -3.90], [1.64, -1.88, 4.98], [0.22, 5.48, 0.94], [-3.57, -3.60, -0.80], [-0.40, -2.08, -3.71], [-7.26, 1.11, -3.60], [4.09, -5.39, 1.66], [-4.92, 5.72, -1.03], [7.03, -0.11, 0.33], [2.96, -3.56, 0.45], [-0.62, -2.27, 8.18], [-2.49, 0.11, 2.88], [3.44, 0.29, -4.75], [-1.52, 3.60, -3.38], [-8.04, 0.66, -2.39], [0.39, -0.58, -0.50], [-0.20, -3.15, -3.67], [4.02, -4.51, -3.79], [-1.69, -2.40, 8.05], [2.59, 0.97, -4.63], [3.77, -1.99, 6.51], [0.45, 5.84, 3.94], [1.47, 8.29, -1.41], [1.28, 0.15, 0.53], [0.64, -2.30, 4.85], [2.07, -2.01, -7.70], [2.42, 0.79, 2.78], [0.22, 0.98, -0.47], [3.50, -0.63, 0.61], [-4.53, 2.83, -2.23], [7.45, -0.97, 0.85], [-2.30, -0.20, 0.89], [-1.31, 7.13, 3.01], [7.70, -1.65, -2.44], [0.26, 5.62, 5.64], [1.04, 2.12, 4.22], [-0.43, -2.55, 9.22], [-2.93, -2.09, -1.59], [-3.94, -1.41, 3.26], [1.29, -0.56, 6.69], [5.39, 1.86, -0.14], [-0.47, -1.20, 8.12], [4.46, 2.30, -2.68], [-1.31, -2.07, -4.31], [1.18, -4.25, 3.26], [7.31, -2.17, -4.08], [1.62, 5.05, -2.61], [-1.97, -1.49, 1.78], [-1.56, 0.22, -4.40], [0.42, -2.47, -7.19], [1.99, -3.56, 6.89], [-1.92, 2.05, 6.76], [-4.23, -0.21, -2.40], [-1.92, -0.96, 4.59], [-0.63, -0.05, 4.11], [-4.76, -6.70, 0.17], [-4.48, 3.58, 2.16], [3.90, 1.43, 3.44], [-1.97, 0.32, 6.95], [-0.92, 5.15, -4.84], [-2.08, -2.56, 0.20], [3.36, 0.39, -2.54], [3.98, 0.69, -5.60], [-0.79, 3.45, 1.75], [-2.38, 7.82, 4.27], [1.77, 3.33, 5.29], [-1.09, -7.38, -1.79], [7.81, 0.63, 0.16], [3.69, -0.18, 2.81], [-1.73, -5.95, -0.84], [2.17, -2.36, -0.91], [-2.03, 3.87, 3.84], [2.85, -0.62, -4.90], [-1.48, 2.42, 3.98], [2.30, -4.43, -3.40], [4.83, -1.69, -3.54], [-5.53, 1.71, -5.00], [-7.77, -0.68, 0.44], [0.99, -2.72, -8.81], [3.77, -6.46, 3.93], [2.29, -2.70, 4.69], [1.76, -1.00, 4.33], [8.36, -0.71, -3.85], [2.44, -5.40, -5.90], [-0.24, 5.65, 1.91], [5.10, -1.11, -1.89], [-0.33, -4.80, -7.69], [3.54, -0.45, 5.96], [-2.91, -6.02, 2.97], [-2.05, 0.76, -2.16], [-9.12, 0.73, -2.42], [3.35, -3.04, -3.28], [0.34, -1.70, -4.43], [5.70, 2.36, 1.51], [6.76, -0.30, -0.71], [-4.69, 7.11, 2.49], [1.06, -4.35, -5.37], [-4.37, 0.14, 3.71], [3.55, 0.40, -0.62], [5.72, 1.46, -3.08], [1.61, 3.65, 3.58], [-0.72, 3.75, 5.69], [-0.17, 3.21, -7.67], [0.55, -5.10, -8.92], [-0.45, 0.18, 0.78], [-0.63, 8.05, 4.47], [1.79, -2.69, 8.35], [2.67, -4.38, -8.03], [-0.84, -5.69, -2.44], [4.68, -4.37, -0.18], [-4.95, 6.21, -2.00], [-4.38, -0.33, 1.92], [-2.52, 1.18, 2.66], [-0.49, 0.92, 6.22], [3.27, 2.15, 0.93]]
}


# 2
{
  "formula": "C4H9N3S",
  "method": "wB97M-V/def2-TZVPD",
  "orbital_gap_ev": 7.5,
  "mol_weight_g_mol": 131.204,
  "e_homo_ev": -7.6,
  "de_lowest_kcal_mol": 54.4,
  "symbols": ["S", "N", "N", "N", "C", "C", "C", "C", "H", "H", "H", "H", "H", "H", "H", "H", "H"],
  "xyz": [[3.42, -0.17, -0.10], [-1.64, -0.48, -0.06], [-0.44, 0.20, 0.09], [-3.92, -0.61, -0.03], [-2.76, 0.13, -0.05], [1.94, -0.21, 0.49], [0.71, -0.61, -0.23], [-0.44, 1.62, -0.06], [0.49, -1.71, 0.04], [0.87, -0.58, -1.31], [1.76, 0.05, 1.51], [0.61, 1.92, -0.08], [-2.89, 1.22, 0.03], [-0.96, 2.13, 0.77], [-3.78, -1.54, 0.33], [-0.85, 1.96, -1.04], [-4.75, -0.16, 0.38]]
}